{
  "formula": "C55H54AsN11PPtSi",
  "method": "ωB97M-V with the def2-TZVPD basis set",
  "species": ["Pt", "C", "C", "N", "C", "C", "N", "C", "C", "C", "C", "C", "N", "C", "C", "N", "C", "C", "N", "C", "C", "C", "N", "C", "C", "H", "H", "H", "H", "H", "H", "H", "H", "H", "H", "H", "H", "N", "C", "N", "N", "C", "N", "H", "H", "H", "H", "C", "C", "As", "C", "C", "C", "C", "C", "C", "C", "C", "C", "C", "C", "C", "P", "C", "C", "C", "C", "C", "C", "C", "C", "C", "C", "C", "C", "H", "H", "H", "H", "H", "H", "H", "H", "H", "H", "H", "H", "H", "H", "H", "H", "H", "H", "H", "H", "H", "H", "H", "H", "C", "Si", "C", "C", "N", "C", "C", "C", "C", "C", "C", "H", "H", "H", "H", "H", "H", "H", "H", "H", "H", "H", "H", "H", "H"],
  "positions_angstrom": [[-0.86175, -1.27018, 0.30548], [-1.45050, -1.28333, -3.96457], [-1.71888, -1.41335, -2.60286], [-0.72350, -1.35070, -1.72417], [0.54222, -1.12534, -2.17969], [0.75801, -0.99214, -3.54012], [-0.22892, -1.08033, -4.42653], [1.56757, -0.94535, -1.13759], [2.92472, -0.75671, -1.30530], [3.74411, -0.54381, -0.19015], [3.14318, -0.51017, 1.07812], [1.78603, -0.71907, 1.20000], [1.04875, -0.93740, 0.09930], [0.96747, -0.68996, 2.42791], [1.44236, -0.36897, 3.68821], [0.64172, -0.26567, 4.74301], [-0.65176, -0.46389, 4.54949], [-1.17186, -0.80901, 3.30503], [-0.36304, -0.93575, 2.25846], [5.20430, -0.34574, -0.34486], [5.76353, 0.00120, -1.57294], [7.13702, 0.17896, -1.66067], [7.96561, 0.03055, -0.63439], [7.43270, -0.30117, 0.53565], [6.07419, -0.49740, 0.73401], [-2.26120, -1.34139, -4.68044], [-2.71818, -1.56151, -2.21882], [1.74992, -0.80184, -3.93129], [3.35170, -0.79582, -2.29575], [3.73680, -0.29548, 1.95310], [2.49559, -0.17879, 3.85518], [-1.31294, -0.35233, 5.39975], [-2.22524, -0.98338, 3.13995], [5.16702, 0.17549, -2.45720], [7.58683, 0.45775, -2.60631], [8.12326, -0.42043, 1.36235], [5.73555, -0.78609, 1.71907], [-5.20406, -4.28167, 1.64201], [-5.79844, -3.40859, 0.81985], [-7.09341, -3.53296, 0.56145], [-5.16145, -2.39020, 0.23704], [-3.91749, -2.15042, 0.43495], [-2.79901, -1.84444, 0.51574], [-5.70656, -5.04222, 2.06832], [-4.21292, -4.22601, 1.79920], [-7.65377, -4.28656, 0.92193], [-7.51911, -2.87554, -0.07094], [-0.10657, 2.17215, -0.94937], [-0.26570, 3.64625, -1.30640], [1.51123, 4.31520, -1.94586], [1.16109, 6.22172, -1.79335], [2.21241, 7.07314, -1.46165], [2.00538, 8.44182, -1.38878], [0.74812, 8.97083, -1.65065], [-0.29838, 8.12806, -1.99280], [-0.09323, 6.75662, -2.06518], [2.42834, 4.08467, -0.22458], [2.01405, 4.72011, 0.94394], [2.69681, 4.52620, 2.13465], [3.81102, 3.69558, 2.17361], [4.23910, 3.06339, 1.01491], [3.54576, 3.25365, -0.17621], [-1.47430, 1.37837, -0.04958], [-1.69232, 2.32415, 1.46987], [-2.84686, 3.04229, 1.78215], [-2.92124, 3.76190, 2.96548], [-1.84674, 3.78040, 3.84383], [-0.68225, 3.09355, 3.52681], [-0.60425, 2.37310, 2.34673], [-2.96841, 1.42023, -1.04302], [-2.88290, 1.66774, -2.41615], [-4.01214, 1.58380, -3.21864], [-5.23541, 1.24010, -2.66231], [-5.32588, 0.96997, -1.30162], [-4.20124, 1.04778, -0.49808], [0.74627, 2.06001, -0.26747], [0.12274, 1.56190, -1.82887], [-0.58421, 4.23421, -0.44367], [-0.99968, 3.78610, -2.09803], [3.20069, 6.67576, -1.25898], [2.82716, 9.09676, -1.13190], [0.58799, 10.03901, -1.59484], [-1.27600, 8.53820, -2.20898], [-0.92120, 6.11867, -2.35228], [1.17399, 5.40647, 0.91580], [2.38643, 5.05476, 3.02685], [4.37011, 3.58212, 3.09434], [5.13865, 2.46143, 1.02684], [3.90650, 2.78694, -1.08790], [-3.68214, 3.06704, 1.09630], [-3.81720, 4.32317, 3.19405], [-1.90966, 4.34705, 4.76313], [0.16986, 3.13444, 4.19220], [0.33192, 1.88606, 2.08997], [-1.94125, 1.96058, -2.86436], [-3.93974, 1.80721, -4.27502], [-6.11871, 1.19197, -3.28481], [-6.27957, 0.70667, -0.86440], [-4.28715, 0.82065, 0.55811], [0.27454, -4.67867, -2.84971], [-0.86266, -5.47024, -1.60226], [-0.85225, -7.31606, -1.83580], [-2.62205, -4.86536, -1.72172], [-0.29031, -4.79761, -0.03383], [0.27130, -5.33849, 1.00401], [0.66228, -4.44586, 2.08284], [1.25229, -4.91719, 3.21951], [1.48873, -6.29467, 3.34310], [1.13610, -7.20470, 2.33264], [0.54992, -6.75271, 1.18580], [0.22236, -5.25319, -3.77748], [1.31478, -4.69527, -2.51839], [0.00497, -3.64952, -3.08763], [-1.31455, -7.49736, -2.81124], [-1.44623, -7.86310, -1.10182], [0.14587, -7.75523, -1.87796], [-2.95502, -4.92080, -2.76111], [-2.74890, -3.84196, -1.36757], [-3.28491, -5.51041, -1.13988], [0.46541, -3.39225, 1.91959], [1.54833, -4.25187, 4.01970], [1.96378, -6.66801, 4.24219], [1.33974, -8.25804, 2.46833], [0.27906, -7.44416, 0.40487]],
  "forces_ev_per_a": [[0.0762, 1.1425, 0.0806], [-0.1712, -0.0033, 0.1570], [0.0854, -0.0024, -0.1792], [0.0250, -0.3357, 0.0669], [-0.0051, 0.0599, 0.0711], [-0.0412, -0.0082, -0.0372], [0.1030, -0.0029, -0.0555], [-0.0121, 0.0366, -0.0238], [0.0307, -0.0363, 0.0239], [-0.0151, 0.0547, 0.0269], [0.0412, 0.0934, -0.0940], [-0.0371, 0.0296, 0.0540], [-0.1720, -0.4027, 0.0163], [0.0353, 0.0483, -0.0924], [-0.0616, 0.0440, 0.0722], [0.1039, 0.0058, 0.0260], [-0.1813, -0.0080, -0.0839], [0.0824, 0.0701, 0.1056], [0.1309, -0.4802, -0.0661], [0.0404, 0.0099, 0.0083], [-0.0176, 0.0664, 0.0962], [0.0315, 0.0222, -0.0945], [-0.0542, 0.0039, 0.0098], [0.0487, -0.0189, 0.0836], [-0.0241, -0.0173, -0.0823], [0.0255, 0.0039, -0.0257], [-0.0092, 0.0149, -0.0058], [0.0036, 0.0082, 0.0042], [0.0131, 0.0022, -0.0111], [0.0135, 0.0090, 0.0169], [0.0088, 0.0131, -0.0202], [0.0226, -0.0046, 0.0194], [-0.0065, 0.0031, 0.0051], [-0.0320, -0.0001, -0.0025], [0.0065, 0.0003, 0.0061], [0.0061, 0.0001, -0.0089], [-0.0278, -0.0246, 0.0022], [0.0831, -0.0462, -0.0071], [-0.0418, 0.0774, -0.0401], [0.0071, -0.0219, -0.0532], [-0.1507, -0.0572, 0.1095], [0.1647, 0.0460, -0.1265], [-0.0226, -0.1266, 0.0625], [-0.0214, 0.0237, -0.0021], [-0.0395, 0.0107, 0.0288], [0.0071, 0.0129, 0.0133], [-0.0192, 0.0115, 0.0239], [-0.0457, 0.1888, 0.1012], [0.2389, 0.0171, -0.0405], [-0.1440, 0.0449, 0.1396], [-0.0092, -0.0241, 0.0015], [0.0099, 0.0139, -0.0404], [-0.0335, 0.0118, -0.0015], [0.0148, -0.0115, 0.0008], [0.0035, 0.0329, 0.0116], [-0.0057, 0.0005, -0.0510], [0.0357, -0.1816, -0.0722], [-0.1067, 0.0606, -0.0284], [0.0029, 0.0001, 0.0373], [0.0309, -0.0119, -0.0087], [-0.0212, -0.0093, 0.0199], [-0.0277, -0.0008, -0.0213], [-0.1653, -0.3842, 0.2002], [0.0153, 0.2790, -0.0989], [0.0102, -0.0549, -0.0053], [0.0130, -0.0147, 0.0476], [-0.0271, 0.0183, 0.0023], [-0.0075, 0.0357, 0.0092], [0.0066, -0.0133, -0.0101], [0.0531, 0.1297, -0.2043], [0.0006, 0.0640, 0.0260], [-0.0544, -0.0313, -0.0022], [-0.0032, -0.0020, -0.0161], [-0.0046, -0.0030, -0.0322], [0.0224, -0.0553, 0.0151], [0.0389, -0.0506, -0.0295], [0.0080, 0.0312, -0.0320], [0.0328, -0.0299, 0.0235], [0.0033, 0.0313, -0.0147], [-0.0138, -0.0157, 0.0095], [0.0011, 0.0043, 0.0031], [-0.0012, 0.0026, -0.0038], [-0.0027, 0.0002, 0.0012], [0.0065, -0.0071, 0.0280], [-0.0001, -0.0209, 0.0031], [-0.0264, -0.0053, 0.0114], [-0.0119, -0.0074, -0.0080], [0.0427, -0.0533, -0.0042], [-0.0040, -0.0076, 0.0034], [-0.0106, -0.0180, -0.0266], [-0.0024, 0.0032, 0.0020], [0.0057, 0.0001, 0.0001], [0.0328, 0.0030, 0.0087], [-0.0042, 0.0010, -0.0199], [-0.0114, -0.0209, 0.0038], [0.0053, -0.0019, -0.0038], [-0.0030, 0.0031, 0.0004], [-0.0019, -0.0067, 0.0038], [0.0167, 0.0357, 0.0203], [0.0980, 0.0706, 0.0586], [-0.1247, -0.0815, -0.3275], [0.0707, 0.0157, 0.1091], [-0.0530, 0.0202, 0.1570], [0.2175, -0.6311, 0.4556], [-0.1473, 0.4253, -0.4066], [0.0461, 0.1649, 0.1726], [-0.0555, 0.1211, -0.0406], [-0.0146, 0.0278, -0.0243], [-0.0731, -0.0585, -0.1701], [0.0963, -0.1989, 0.0825], [-0.0206, -0.0155, 0.0116], [0.0107, -0.0093, -0.0172], [-0.0241, -0.0305, 0.0579], [0.0084, -0.0155, 0.0102], [-0.0258, 0.0108, 0.0138], [0.0212, 0.0138, -0.0116], [0.0272, -0.0066, -0.0036], [0.0666, 0.0036, -0.0281], [-0.0118, 0.0029, -0.0018], [0.0053, -0.0669, -0.0233], [-0.0109, 0.0011, -0.0168], [0.0130, -0.0174, 0.0114], [-0.0060, 0.0028, -0.0008], [-0.0487, -0.0457, -0.1054]],
  "e_above_lowest_kj_mol": 19.0,
  "lumo_energy_ev": [-10.13, -10.66],
  "total_charge": 3,
  "energy_ev": -155532.56036,
  "homo_ev": [-13.4448, -13.3011]
}